C14H48N12O14 | ωB97M-V/def2-TZVPD

Relative energy (zero: lowest compared OMol25 entry of this formula, charge and spin) ... 6.4 kcal/mol
SMILES ... NC(N)=O.NC(N)=O.NC(N)=O.NC(N)=O.NC(N)=O.NC(N)=O.OCCO.OCCO.OCCO.OCCO
LUMO ... -0.0806 eV
Spin multiplicity ... 1
HOMO ... -9.3500 eV
HOMO-LUMO gap ... 9.27 eV
E ... -61847.2272 eV
Total charge ... 0

Each atom is followed by the atoms it is bonded to, with distances in Å.
Element x y z (Å)
1 O -6.76 -2.96 -26.23  C37 1.420, H55 0.964
2 O -7.11 6.70 -32.59  C32 1.214
3 O -4.72 1.29 -29.02  C38 1.230
4 O -6.26 -1.68 -28.83  C36 1.407, H75 0.985
5 O -2.11 -0.23 -32.22  C28 1.419, H59 0.962
6 O -4.93 4.45 -27.11  C31 1.412, H46 0.961
7 O -9.23 2.49 -32.20  C34 1.419, H76 0.967
8 O -13.41 4.26 -32.41  C39 1.217
9 O -5.06 -0.58 -31.73  C30 1.424, H73 0.977
10 O -6.74 2.31 -30.32  C40 1.413, H74 0.980
11 O -10.22 0.69 -27.21  C33 1.216
12 O -7.55 -1.51 -32.19  C27 1.223
13 O -5.33 6.84 -28.79  C35 1.420, H47 0.960
14 O -11.29 1.17 -36.24  C29 1.227
15 N -8.01 5.20 -31.06  C32 1.384, H41 1.002, H81 1.006
16 N -11.64 4.08 -31.03  C39 1.373, H43 1.002, H83 1.006
17 N -11.40 0.18 -29.08  C33 1.385, H51 0.998, H86 1.006
18 N -2.58 2.01 -28.66  C38 1.380, H42 1.005, H56 1.001
19 N -11.26 0.84 -34.00  C29 1.379, H68 0.999, H87 1.004
20 N -11.64 2.97 -34.88  C29 1.371, H62 1.005, H85 0.999
21 N -8.74 -2.10 -30.27  C27 1.374, H49 1.016, H71 0.999
22 N -6.06 4.73 -32.11  C32 1.377, H54 1.007, H70 1.001
23 N -13.43 5.44 -30.44  C39 1.375, H45 1.002, H65 1.001
24 N -11.61 2.27 -28.07  C33 1.369, H60 1.004, H80 1.002
25 N -3.64 0.61 -27.12  C38 1.373, H57 1.001, H79 1.003
26 N -9.56 -2.53 -32.36  C27 1.381, H53 1.003, H61 1.000
27 C -8.52 -2.00 -31.62  O12 1.223, N21 1.374, N26 1.381
28 C -3.07 -0.72 -33.14  O5 1.419, C30 1.516, H63 1.087, H64 1.093
29 C -11.44 1.63 -35.11  O14 1.227, N19 1.379, N20 1.371
30 C -4.15 -1.46 -32.37  O9 1.424, C28 1.516, H69 1.093, H78 1.098
31 C -5.92 4.63 -28.10  O6 1.412, C35 1.523, H48 1.095, H72 1.100
32 C -7.05 5.67 -31.94  O2 1.214, N15 1.384, N22 1.377
33 C -11.01 1.04 -28.06  O11 1.216, N17 1.385, N24 1.369
34 C -8.85 1.47 -31.30  O7 1.419, C40 1.523, H66 1.092, H84 1.096
35 C -6.37 6.08 -28.20  O13 1.420, C31 1.523, H52 1.097, H58 1.091
36 C -5.58 -2.82 -28.37  O4 1.407, C37 1.522, H50 1.097, H82 1.103
37 C -6.48 -3.62 -27.45  O1 1.420, C36 1.522, H67 1.101, H77 1.088
38 C -3.70 1.27 -28.33  O3 1.230, N18 1.380, N25 1.373
39 C -12.89 4.55 -31.34  O8 1.217, N16 1.373, N23 1.375
40 C -8.06 1.87 -30.06  O10 1.413, C34 1.523, H44 1.102, H88 1.095
41 H -8.88 5.67 -30.91  N15 1.002
42 H -2.72 2.59 -29.46  N18 1.005
43 H -11.22 4.28 -30.14  N16 1.002
44 H -8.63 2.64 -29.52  C40 1.102
45 H -12.83 5.80 -29.72  N23 1.002
46 H -4.08 4.41 -27.57  O6 0.961
47 H -5.67 7.64 -29.20  O13 0.960
48 H -5.65 4.26 -29.09  C31 1.095
49 H -7.97 -1.97 -29.62  N21 1.016
50 H -4.63 -2.64 -27.85  C36 1.097
51 H -10.81 -0.60 -29.29  N17 0.998
52 H -6.56 6.41 -27.17  C35 1.097
53 H -9.59 -2.27 -33.33  N26 1.003
54 H -6.13 3.87 -31.60  N22 1.007
55 H -7.09 -2.08 -26.46  O1 0.964
56 H -1.68 1.80 -28.27  N18 1.001
57 H -2.93 0.86 -26.47  N25 1.001
58 H -7.28 6.10 -28.81  C35 1.091
59 H -2.54 0.37 -31.60  O5 0.962
60 H -11.39 2.80 -27.24  N24 1.004
61 H -10.28 -3.05 -31.91  N26 1.000
62 H -11.89 3.24 -33.94  N20 1.005
63 H -2.62 -1.41 -33.84  C28 1.087
64 H -3.55 0.11 -33.67  C28 1.093
65 H -14.42 5.57 -30.38  N23 1.001
66 H -9.72 0.86 -31.03  C34 1.092
67 H -7.43 -3.78 -28.00  C37 1.101
68 H -11.07 1.08 -33.05  N19 0.999
69 H -3.68 -2.14 -31.65  C30 1.093
70 H -5.33 4.97 -32.76  N22 1.001
71 H -9.65 -2.34 -29.92  N21 0.999
72 H -6.84 4.07 -27.90  C31 1.100
73 H -5.96 -0.78 -32.06  O9 0.977
74 H -6.09 1.69 -29.93  O10 0.980
75 H -5.65 -1.12 -29.38  O4 0.985
76 H -8.63 3.25 -32.13  O7 0.967
77 H -6.00 -4.59 -27.28  C37 1.088
78 H -4.76 -2.09 -33.02  C30 1.098
79 H -4.43 0.03 -26.88  N25 1.003
80 H -12.35 2.50 -28.70  N24 1.002
81 H -7.76 4.44 -30.45  N15 1.006
82 H -5.36 -3.52 -29.20  C36 1.103
83 H -11.17 3.50 -31.70  N16 1.006
84 H -8.21 0.77 -31.85  C34 1.096
85 H -11.63 3.63 -35.63  N20 0.999
86 H -11.95 0.67 -29.76  N17 1.006
87 H -11.12 -0.12 -34.28  N19 1.004
88 H -8.05 0.96 -29.45  C40 1.095